(1)
# C48H72F3O35

A molecular structure, C48H72F3O35 at a distorted geometry (ωB97M-V/def2-TZVPD, the Open Molecules 2025 dataset).

Geometry as ORCA input:
```
! RIJCOSX wB97M-V def2-TZVPD def2/J DEFGRID3
* xyz -1 1
F 1.80 -2.47 -0.65
F 0.13 -3.46 0.28
F 1.10 -1.84 1.24
O -4.50 -1.94 -0.87
O 3.95 -3.39 -4.50
O 5.22 -1.98 0.06
O -0.22 5.61 1.61
O -1.84 0.82 5.68
O 1.44 -3.37 2.64
O 0.07 0.09 -0.66
O -1.68 2.56 0.06
O -2.28 -0.72 3.54
O -1.47 0.49 -4.34
O -0.91 -1.60 -1.95
O -2.87 3.16 1.86
O -1.71 1.89 -6.10
O 3.81 -1.82 -2.87
O -3.86 -1.26 -3.31
O 0.16 -5.14 2.14
O -1.94 1.75 3.59
O 0.00 1.41 4.57
O 3.28 1.90 -1.31
O -0.33 3.53 1.18
O -3.24 1.18 0.70
O 4.76 0.19 0.20
O -0.40 -3.93 3.94
O -0.73 -2.15 2.97
O 2.88 2.32 -3.50
O -2.96 -2.60 -4.76
O 0.04 2.06 -4.57
O 2.03 -2.75 -3.68
O 1.03 4.20 2.82
O -0.76 -0.12 1.94
O -6.31 -1.43 0.44
O -4.42 -2.35 1.26
O -5.25 -2.16 -4.93
O 6.47 -0.52 -1.15
O 2.84 3.92 -1.86
C 0.03 0.84 0.52
C 2.78 -1.31 -2.07
C -3.89 -2.33 3.99
C -1.24 4.19 0.34
C 2.15 4.74 0.35
C 4.10 -0.33 1.37
C 3.39 2.57 -0.11
C 0.14 4.42 2.03
C 2.68 0.29 1.15
C 0.37 -4.15 2.98
C -2.64 -3.88 1.41
C -0.62 -1.86 -4.57
C -2.58 2.34 1.00
C 3.00 2.71 -2.34
C -5.18 -1.84 0.30
C 0.49 1.23 -3.49
C -0.69 0.35 -3.19
C -1.74 1.68 -0.97
C -2.74 0.59 -0.48
C 0.71 2.24 0.41
C 0.69 -2.27 0.05
C -2.51 -1.16 -2.97
C 3.26 4.03 -0.50
C 1.19 -5.21 1.15
C -0.95 2.09 2.64
C 2.89 0.23 -1.85
C -2.55 -1.78 4.37
C -1.31 1.25 4.69
C 4.18 -1.83 1.05
C -1.44 -2.76 4.10
C -3.90 0.17 -1.35
C -1.16 -0.93 2.75
C 1.56 -1.72 -2.74
C -0.41 -1.28 -0.64
C 0.68 2.18 -2.31
C -1.24 5.61 0.67
C 1.99 -4.01 1.45
C -0.77 6.60 -0.39
C 1.44 1.49 2.88
C -3.24 -2.49 -0.74
C -1.93 -2.27 -3.85
C 3.52 -4.21 1.74
C -4.13 -2.03 -4.35
C -1.07 1.53 -5.10
C 3.29 -2.70 -3.78
C 5.52 -0.76 -0.40
C -3.13 -2.58 0.82
C 0.29 2.21 3.46
H 1.23 3.10 -2.52
H 2.60 1.37 0.98
H -1.28 3.04 2.20
H -3.56 -0.20 -2.32
H 3.55 -4.91 2.58
H 0.68 2.85 1.31
H 0.77 -5.27 0.15
H -2.44 -1.82 -1.06
H -2.22 -0.29 -0.10
H 3.22 -2.23 0.74
H 1.74 2.12 0.09
H 1.44 0.80 -3.81
H 2.14 0.54 -1.12
H 0.21 6.30 -0.72
H -0.94 4.04 -0.70
H 2.00 2.10 2.17
H 1.98 -3.35 0.58
H -0.11 -2.75 -4.94
H -0.39 -0.70 -3.11
H 4.36 2.41 0.35
H 2.15 1.15 3.63
H -2.52 -1.82 1.32
H -0.88 -1.15 -5.36
H -1.45 6.67 -1.24
H -2.14 5.96 1.17
H 1.12 4.42 0.17
H 0.07 -1.52 -3.80
H 2.76 0.84 -2.74
H -3.10 -3.52 -1.04
H 0.57 3.24 3.68
H -0.94 1.31 1.87
H -4.57 0.99 -1.62
H -4.51 -0.65 -0.96
H -1.29 -1.25 0.01
H 2.97 -1.83 -1.13
H 0.81 -2.20 -2.11
H 1.24 1.62 -1.57
H -3.36 -4.68 1.28
H -1.26 0.60 -2.30
H -1.68 -4.15 0.96
H 2.66 2.29 0.65
H -1.70 -3.07 -3.14
H 4.14 -4.53 0.90
H 2.20 -0.09 0.25
H -2.22 3.72 0.50
H -3.84 -2.71 2.97
H 3.84 0.47 -1.37
H -0.69 -2.85 4.88
H -2.48 -3.81 2.48
H -4.22 -3.16 4.61
H -2.14 -0.17 -3.25
H 0.37 2.73 -0.50
H 1.08 -0.88 -3.23
H 2.02 0.07 1.99
H 4.68 0.02 2.23
H 2.29 4.59 1.42
H -0.25 2.56 -1.90
H 2.16 5.80 0.07
H -0.70 7.60 0.06
H 0.65 0.46 1.33
H -4.69 -1.60 3.94
H 4.02 -3.33 2.13
H -2.28 -1.26 -1.91
H 4.56 -2.28 1.97
H 1.87 -6.03 1.38
H -0.97 0.86 0.97
H -0.74 1.31 -1.20
H -2.15 2.21 -1.84
H 4.18 4.60 -0.35
H -1.80 -3.79 4.04
H 1.12 0.59 2.34
H -2.59 -1.44 5.40
*
```

Summary:
* energy relative to the best compared isomer or geometry (same formula, charge and spin): 7148.0 kJ/mol
* maximum force: 19.30 eV Å⁻¹

=====

(2)
# C48H74N4O14

13 unconnected molecules or ions with the total composition C48H74N4O14 at a distorted geometry (ωB97M-V/def2-TZVPD, the Open Molecules 2025 dataset).

Geometry as ORCA input:
```
! RIJCOSX wB97M-V def2-TZVPD def2/J DEFGRID3
* xyz 0 1
O -15.64 -15.20 -26.41
O -12.99 -10.19 -23.60
O -8.15 -11.47 -21.26
O -12.85 -14.20 -18.26
O -15.36 -6.89 -29.67
O -13.30 -15.46 -29.55
O -14.70 -13.70 -25.09
O -16.12 -10.06 -25.30
O -12.90 -12.79 -19.95
O -11.49 -16.79 -30.11
O -17.19 -7.17 -22.39
O -16.31 -9.32 -27.37
O -12.73 -3.58 -23.01
O -19.34 -7.76 -22.41
N -9.08 -5.31 -24.46
N -8.65 -12.53 -29.71
N -11.97 -10.96 -30.81
N -9.66 -14.99 -22.47
C -8.09 -13.89 -28.11
C -13.51 -11.61 -20.45
C -16.19 -9.12 -21.57
C -9.76 -7.18 -23.57
C -15.93 -7.75 -22.24
C -12.96 -8.62 -25.45
C -11.97 -15.79 -29.50
C -16.35 -13.57 -23.42
C -13.12 -6.94 -30.72
C -12.12 -11.10 -25.66
C -17.56 -9.47 -22.16
C -14.98 -13.04 -23.88
C -8.96 -11.00 -22.01
C -14.05 -10.28 -30.43
C -8.92 -11.85 -28.57
C -13.55 -5.22 -24.54
C -8.79 -11.05 -23.57
C -13.57 -14.34 -28.75
C -16.65 -10.10 -26.41
C -8.49 -7.42 -24.09
C -15.75 -14.41 -25.46
C -10.12 -5.90 -23.79
C -8.11 -6.25 -24.70
C -13.42 -13.27 -18.80
C -11.05 -13.44 -23.36
C -10.53 -14.27 -24.36
C -16.99 -14.11 -24.63
C -10.43 -13.89 -22.20
C -13.14 -10.63 -31.44
C -8.19 -13.81 -29.47
C -14.15 -6.74 -29.62
C -14.25 -2.67 -24.66
C -13.43 -10.49 -29.25
C -12.75 -10.01 -24.81
C -12.14 -10.94 -29.49
C -11.21 -14.82 -28.63
C -9.73 -15.26 -23.85
C -14.61 -12.44 -18.40
C -13.43 -3.86 -23.97
C -14.87 -11.69 -19.72
C -13.53 -6.17 -28.38
C -10.10 -10.12 -21.58
C -17.10 -9.43 -28.54
C -18.22 -10.38 -28.10
C -8.63 -12.73 -27.56
C -12.40 -14.27 -27.82
C -18.18 -8.10 -22.35
C -17.71 -11.10 -26.92
H -15.32 -2.86 -24.58
H -12.57 -14.99 -27.02
H -12.84 -5.34 -25.36
H -13.31 -10.61 -32.50
H -14.00 -8.34 -25.33
H -14.31 -6.01 -27.64
H -9.20 -16.11 -24.27
H -7.74 -14.73 -27.53
H -10.50 -10.44 -20.62
H -14.53 -14.56 -28.27
H -17.58 -8.48 -28.75
H -11.00 -5.33 -23.54
H -15.29 -10.73 -19.42
H -12.10 -13.28 -27.46
H -18.43 -11.40 -26.16
H -11.07 -11.03 -31.27
H -18.17 -10.18 -21.61
H -10.86 -10.09 -22.35
H -13.92 -2.67 -25.70
H -16.56 -9.85 -29.39
H -8.84 -12.15 -30.63
H -12.57 -6.01 -30.84
H -10.77 -14.02 -29.23
H -15.43 -7.94 -23.18
H -19.02 -9.69 -27.80
H -7.97 -14.48 -30.30
H -12.67 -8.68 -26.50
H -13.38 -6.02 -23.82
H -17.49 -9.83 -23.19
H -13.85 -10.38 -28.26
H -11.82 -12.68 -23.38
H -16.29 -8.91 -20.51
H -14.99 -11.97 -24.11
H -18.70 -10.97 -28.88
H -8.68 -12.47 -26.51
H -14.37 -11.64 -17.70
H -14.22 -13.11 -23.10
H -10.78 -14.14 -25.40
H -9.05 -4.36 -24.79
H -15.44 -13.04 -18.03
H -12.27 -7.98 -24.91
H -11.27 -11.06 -28.86
H -16.23 -14.31 -22.62
H -9.66 -9.14 -21.36
H -12.49 -7.81 -30.51
H -17.33 -12.07 -27.27
H -17.45 -15.08 -24.43
H -13.75 -7.18 -31.58
H -12.86 -10.80 -20.12
H -17.68 -13.42 -25.11
H -9.24 -10.82 -28.50
H -7.24 -5.97 -25.27
H -10.43 -13.55 -21.17
H -9.07 -15.45 -21.78
H -13.94 -1.73 -24.18
H -13.59 -11.56 -21.54
H -11.04 -10.97 -25.73
H -13.71 -13.46 -29.36
H -8.61 -12.11 -23.74
H -15.02 -9.83 -30.57
H -7.86 -10.63 -23.95
H -15.44 -9.90 -21.68
H -15.60 -12.17 -20.38
H -12.34 -12.11 -25.31
H -7.96 -8.36 -24.08
H -14.51 -5.30 -25.04
H -12.44 -11.00 -26.70
H -10.48 -15.34 -28.01
H -15.29 -7.09 -21.67
H -10.40 -7.84 -23.00
H -12.90 -6.89 -27.86
H -17.01 -12.77 -23.10
H -9.71 -10.79 -24.10
H -13.04 -5.20 -28.40
*
```

Summary:
* electronic energy: -3145.7167 Ha
* maximum force: 4.74 eV Å⁻¹

=====

(3)
# C48H76Cl28N4

18 unconnected molecules or ions with the total composition C48H76Cl28N4 at a distorted geometry (ωB97M-V/def2-TZVPD, the Open Molecules 2025 dataset).

Geometry as ORCA input:
```
! RIJCOSX wB97M-V def2-TZVPD def2/J DEFGRID3
* xyz 0 1
Cl 4.61 -5.79 -5.48
Cl 12.33 4.57 -8.57
Cl 7.26 -1.50 -6.58
Cl 4.24 0.19 2.49
Cl 9.66 -1.37 -9.09
Cl 0.35 0.96 -5.85
Cl 8.59 2.18 -0.58
Cl 4.92 2.60 -11.28
Cl 3.90 4.16 -7.52
Cl 3.04 1.76 -0.25
Cl 12.06 1.36 -8.00
Cl 12.38 -2.19 -4.81
Cl 3.99 4.38 -4.28
Cl 9.99 -0.97 -1.98
Cl 11.18 5.79 -3.45
Cl 11.45 1.67 2.33
Cl 13.33 3.81 -5.06
Cl 7.20 1.44 -9.40
Cl 2.79 -3.58 -7.10
Cl 7.68 -2.97 -3.30
Cl -0.06 2.34 -2.71
Cl 1.35 6.35 -6.98
Cl 5.23 7.31 -9.94
Cl 13.62 -0.48 -2.23
Cl 12.55 3.90 -1.29
Cl 8.82 5.56 -8.12
Cl 6.59 -0.34 -0.14
Cl 6.79 6.30 -3.34
N 1.92 1.31 -10.56
N 2.51 -1.81 -2.88
N 9.03 10.73 -7.94
N 8.72 2.06 -4.87
C 2.83 4.82 -8.75
C 1.41 5.08 -8.23
C 1.79 -2.92 -3.26
C 9.33 8.55 -6.15
C 6.66 2.52 -6.10
C 1.50 -0.99 -11.18
C 9.03 -1.21 -6.40
C 6.57 6.95 -8.77
C 3.63 -4.38 -2.72
C 11.52 3.82 -5.23
C 4.36 -3.25 -2.35
C 4.33 -3.19 -6.27
C 3.75 -1.99 -2.36
C 1.69 -0.41 -8.86
C 8.07 9.18 -6.31
C 10.25 10.17 -7.73
C 6.63 1.01 -4.17
C 7.98 10.22 -7.27
C 4.69 4.72 -2.63
C 10.46 9.04 -6.91
C 11.96 1.98 0.69
C 6.24 4.72 -2.70
C 7.69 0.15 1.14
C 2.30 -4.21 -3.15
C 1.79 0.33 -11.53
C 1.55 -1.40 -9.85
C 6.77 0.70 -11.01
C 9.84 -2.04 -7.40
C 11.38 3.43 -9.59
C 10.73 2.30 -8.85
C 1.88 0.91 -9.27
C 1.33 2.30 -4.96
C 5.30 -4.35 -6.22
C 3.23 -0.52 1.15
C 7.94 1.60 1.02
C 11.76 3.49 0.28
C 8.03 2.71 -5.83
C 7.98 1.33 -4.00
C 5.21 0.85 -11.18
C 13.09 0.29 -3.76
C 2.18 0.56 0.75
C 1.44 1.97 -3.48
C 13.33 -0.70 -4.91
C 7.52 5.93 -9.34
C 9.31 -3.39 -3.09
C 9.95 -2.78 -1.85
C 5.99 1.66 -5.18
C 10.97 5.23 -5.06
H 4.02 -5.38 -2.64
H 4.16 -1.06 -1.99
H 11.11 3.18 -4.46
H 9.11 -0.13 -6.48
H 2.73 4.15 -9.60
H 4.30 5.61 -2.14
H 4.41 3.85 -2.03
H 7.00 2.14 1.18
H 14.37 -1.01 -5.00
H 1.38 -1.66 -12.01
H 6.70 4.58 -1.72
H 4.93 1.52 -5.36
H 6.17 6.53 -7.85
H 12.20 4.12 1.04
H 5.37 -3.32 -1.97
H 11.56 5.87 -5.72
H 1.48 -2.43 -9.55
H 6.97 10.60 -7.39
H 9.53 -3.08 -7.47
H 2.26 2.52 -3.02
H 0.79 5.38 -9.07
H 9.20 -1.48 -5.36
H 9.47 7.72 -5.47
H 10.89 -1.89 -7.13
H 1.67 -0.72 -7.82
H 1.82 1.69 -8.53
H 13.03 -0.19 -5.83
H 10.22 1.62 -9.52
H 11.47 1.24 0.06
H 0.91 3.27 -5.24
H 11.02 10.58 -8.36
H 9.78 -3.12 -4.04
H 3.30 5.71 -9.17
H 13.71 1.15 -4.01
H 9.95 5.40 -5.41
H 1.69 -5.01 -3.55
H 9.36 -3.11 -0.99
H 9.97 2.60 -8.13
H 6.22 3.00 -6.96
H 7.13 -0.33 -10.99
H 1.01 4.22 -7.69
H 8.51 0.83 -3.21
H 10.60 3.99 -10.10
H 7.02 7.92 -8.56
H 6.20 -4.06 -5.67
H 8.68 2.05 1.68
H 4.99 0.36 -12.13
H 0.80 -2.77 -3.67
H 11.00 -3.05 -1.72
H 2.35 2.41 -5.34
H 13.04 1.84 0.73
H 8.02 6.26 -10.25
H 6.10 0.34 -3.50
H 7.23 8.89 -5.70
H 1.58 0.91 -3.27
H 10.70 3.76 0.22
H 12.05 0.64 -3.75
H 4.01 -3.04 -5.24
H 4.79 -2.26 -6.59
H 2.81 -1.40 1.63
H 7.25 -0.13 2.09
H 11.43 3.37 -6.22
H 7.32 1.22 -11.79
H 1.65 1.15 1.51
H 6.72 3.94 -3.28
H 8.56 -0.48 0.95
H 6.96 5.02 -9.57
H 1.71 0.61 -12.57
H 5.64 -4.66 -7.21
H 1.42 0.00 0.21
H 11.43 8.58 -6.74
H 9.48 -4.46 -3.01
H 3.85 -0.76 0.29
H 4.60 0.42 -10.39
H 12.03 3.03 -10.38
H 8.64 3.39 -6.41
*
```

Summary:
* energy relative to the best compared isomer or geometry (same formula, charge and spin): 0.0 kJ/mol
* maximum force: 2.99 eV Å⁻¹

=====

- Among the records above, which one has the highest maximum force?
  C48H72F3O35